A molecular structure, C4H6CaF10N5O23S10 in a non-equilibrium geometry, computed with ωB97M-V/def2-TZVPD.

Properties
HOMO energy ... -0.1335 Eh
Gap between HOMO and LUMO ... 4.7 eV
E_LUMO ... 1.057 eV

Structure (ORCA input):
```
! RIJCOSX wB97M-V def2-TZVPD def2/J DEFGRID3
* xyz -3 1
Ca 11.50789 9.02866 -8.48560
N 10.76501 7.75809 -12.13604
S 10.39620 6.37440 -12.69298
O 11.51264 5.51332 -13.12733
O 9.22163 6.24420 -13.54429
F 9.89013 5.77047 -11.28554
S 10.92582 8.51384 -13.65432
O 9.62183 9.07515 -14.13222
O 11.80360 7.94785 -14.66043
F 11.87166 9.74371 -13.03854
N 8.21569 7.52519 -3.99975
S 7.46074 7.30961 -5.55431
O 8.17966 7.85870 -6.67600
O 5.98361 7.30994 -5.57847
F 7.88234 5.72866 -5.67398
S 7.89488 9.05811 -4.10673
O 6.56880 9.51369 -3.60005
O 8.56862 9.93201 -5.05065
F 8.80149 9.33656 -2.82057
N 12.98200 7.36170 -5.41809
S 13.23938 5.65874 -5.47118
O 12.39373 4.82060 -4.76197
O 14.61621 5.35848 -5.78105
F 12.61952 5.49009 -7.00026
S 13.72210 7.45375 -4.08013
O 15.20190 7.42209 -4.04422
O 12.93354 6.95388 -2.93984
F 13.42086 9.05265 -4.05041
N 6.36774 12.57155 -11.45798
S 7.78510 13.27436 -10.76785
O 8.78813 12.39820 -10.19137
O 7.63946 14.51724 -10.03899
F 8.47235 13.57044 -12.19706
S 5.69688 12.45913 -10.12655
O 5.06183 13.69135 -9.81008
O 6.17472 11.49637 -9.11482
F 4.40182 11.55080 -10.63874
N 12.34504 15.85185 -7.65732
S 13.14358 14.54770 -6.75484
O 14.09063 15.06031 -5.76503
O 13.27335 13.25493 -7.34100
F 11.87733 14.32575 -5.83135
S 13.67798 16.11783 -8.36633
O 14.45538 15.11684 -9.04864
O 14.42591 17.18387 -7.73229
F 13.12827 17.06475 -9.57879
C 19.04543 7.12838 -13.53340
C 17.51018 7.03581 -13.46712
C 16.91022 5.78030 -12.78549
O 16.17734 6.33484 -11.68894
C 16.24237 7.62917 -11.64231
O 15.54043 8.30047 -10.90207
O 17.19820 8.03525 -12.53533
H 19.44600 6.25201 -14.04294
H 19.59487 7.20387 -12.59505
H 19.28591 8.03225 -14.09311
H 16.86666 7.24661 -14.32126
H 17.66446 5.00267 -12.66492
H 16.14090 5.22710 -13.32421
*
```

***

2 unconnected molecules or ions with the total composition C4H8O2, computed with ωB97M-V/def2-TZVPD.

Properties
HOMO energy (spin up / spin down) ... -0.3366 / -0.3366 Eh
Gap between HOMO and LUMO (spin up / spin down) ... 8.7 / 8.7 eV
E_LUMO (spin up / spin down) ... -0.442 / -0.442 eV
Energy above the lowest of the compared OMol25 structures with the same formula, charge and spin ... 6.729 eV

Structure (ORCA input):
```
! RIJCOSX wB97M-V def2-TZVPD def2/J DEFGRID3
* xyz 0 1
O 2.02611 0.87820 0.16521
C 1.77646 -0.36247 -0.12218
C 0.49830 -0.85269 0.40404
C -0.60447 0.75686 -0.47964
C -1.91497 0.37864 0.12899
O -1.58312 1.71850 -0.06051
H 0.43327 1.07961 -0.04489
H 2.00690 -0.74969 -1.13584
H 2.24055 -1.15557 0.58920
H 0.03670 -1.77764 0.05069
H 0.29956 -0.57024 1.43557
H -0.55048 0.62689 -1.56315
H -1.98128 0.05332 1.16791
H -2.68355 -0.02372 -0.53542
*
```

***

A molecular structure, C4H9N2 in a non-equilibrium geometry, computed with ωB97M-V/def2-TZVPD.

Properties
HOMO energy ... -0.5406 Eh
Gap between HOMO and LUMO ... 10.4 eV
E_LUMO ... -4.301 eV
Energy above the lowest of the compared OMol25 structures with the same formula, charge and spin ... 3.683 eV

Structure (ORCA input):
```
! RIJCOSX wB97M-V def2-TZVPD def2/J DEFGRID3
* xyz 1 1
C 0.33208 1.45067 -0.58597
C 0.73799 0.25394 0.23306
C -0.74264 -0.20559 -0.26497
C -0.87054 -1.32680 -1.16929
N -0.77033 1.10632 -1.06048
N 0.81250 0.48841 1.63786
H 0.87576 2.41954 -0.77901
H 1.55801 -0.38593 -0.18769
H -1.43343 -0.36742 0.61184
H -0.23300 -1.40382 -2.06960
H -1.85876 -1.12732 -1.69641
H -0.82113 -2.35448 -0.57012
H -0.15723 0.88327 1.74467
H 1.73829 0.95084 1.82422
H 0.83242 -0.38162 2.33190
*
```

***

2 unconnected molecules or ions with the total composition C2H6O, computed with ωB97M-V/def2-TZVPD.

Properties
SMILES ... C=C.O
HOMO energy ... -0.3768 Eh
Gap between HOMO and LUMO ... 11.3 eV
E_LUMO ... 1.064 eV
Energy above the lowest of the compared OMol25 structures with the same formula, charge and spin ... 0.810 eV

Structure (ORCA input):
```
! RIJCOSX wB97M-V def2-TZVPD def2/J DEFGRID3
* xyz 0 1
C 2.05703 -0.60394 -1.78764
C 2.48071 -1.81173 -2.09968
H 2.57573 0.27078 -2.15482
H 1.30138 -0.35001 -1.04687
H 3.17632 -1.94720 -2.91808
H 2.14431 -2.75837 -1.67716
H -4.96989 1.86373 4.29821
H -3.95971 2.60119 3.46842
O -4.80588 2.73554 3.91761
*
```

***

A single C2H4ClNO molecule in a non-equilibrium geometry, computed with ωB97M-V/def2-TZVPD.

Properties
SMILES ... [H]/N=C(\Cl)OC
HOMO energy ... -0.3736 Eh
Gap between HOMO and LUMO ... 11.0 eV
E_LUMO ... 0.880 eV
Energy above the lowest of the compared OMol25 structures with the same formula, charge and spin ... 1.228 eV

Structure (ORCA input):
```
! RIJCOSX wB97M-V def2-TZVPD def2/J DEFGRID3
* xyz 0 1
C 1.00051 -0.28471 0.01594
C -1.19208 0.65879 -0.02338
N 0.57197 -1.46872 -0.03529
O 0.26421 0.81884 0.11258
Cl 2.71165 0.08747 -0.01456
H -1.38840 1.74434 -0.13580
H -1.60536 0.50431 0.97551
H -1.54879 0.22095 -1.00313
H 1.18628 -2.28128 0.10814
*
```

***

A molecular structure, C4H2O2 in a non-equilibrium geometry, computed with ωB97M-V/def2-TZVPD.

Properties
HOMO energy (spin up / spin down) ... -0.3387 / -0.3342 Eh
Gap between HOMO and LUMO (spin up / spin down) ... 8.0 / 7.6 eV
E_LUMO (spin up / spin down) ... -1.183 / -1.534 eV
Energy above the lowest of the compared OMol25 structures with the same formula, charge and spin ... 3.182 eV

Structure (ORCA input):
```
! RIJCOSX wB97M-V def2-TZVPD def2/J DEFGRID3
* xyz 0 1
O 0.05039 -1.34412 0.03336
C -0.84728 -0.31345 0.23352
C -0.35372 1.09211 0.34954
O -0.90194 2.07651 0.69672
C 0.71460 0.66235 -0.43756
C 1.11445 -0.60163 -0.33151
H -1.84933 -0.51127 -0.14875
H 2.07284 -1.06051 -0.39532
*
```

***

no.,molecular weight (g mol⁻¹)
1,1042.83
2,88.11
3,85.13
4,46.07
5,93.51
6,82.06